(1)
A molecular structure, C3H3NO2 in a non-equilibrium geometry. Source: OMol25; level of theory: ωB97M-V/def2-TZVPD.

Multiplicity: 1
Relative energy (zero: lowest compared OMol25 entry of this formula, charge and spin): 87.5 kcal per mole
Orbital gap: 9.02 eV
Total energy: -321.2382 a.u.

Last column: natural (NBO) charge in e.
Geometry (Å):
C: -0.65376 -1.01418 0.14418  0.146
C: -1.04588 0.86780 0.83607  0.376
C: 1.40221 -0.17310 -0.74711  0.502
N: 0.38399 -1.01515 -0.46009  -0.448
O: -2.09340 1.21787 1.22605  -0.483
O: 2.47858 -0.08922 -0.22662  -0.539
H: -1.47175 -1.71235 0.23342  0.201
H: -0.16325 1.59725 0.69754  0.132
H: 1.16326 0.32108 -1.70344  0.114

=====

(2)
C3H3NO2 in the gas phase in a non-equilibrium geometry. Source: OMol25; level of theory: ωB97M-V/def2-TZVPD.

Multiplicity: 1
Relative energy (zero: lowest compared OMol25 entry of this formula, charge and spin): 78.9 kcal per mole
Orbital gap: 8.49 eV
Total energy: -321.2519 a.u.

Last column: natural (NBO) charge in e.
Geometry (Å):
H: 2.35598 -0.35265 0.58347  0.357
N: 1.47792 -0.02386 0.82405  -0.567
C: 0.72667 0.50634 -0.04358  0.000
C: -0.62982 0.89442 0.07526  0.459
O: -1.30420 1.82528 -0.15502  -0.433
C: -1.41235 -0.60126 0.41793  0.345
O: -2.28782 -1.12086 -0.20104  -0.472
H: 1.26087 0.71910 -1.07216  0.188
H: -1.12197 -0.99222 1.36369  0.122

=====

(3)
C3H3NO2 in the gas phase in a non-equilibrium geometry. Source: OMol25; level of theory: ωB97M-V/def2-TZVPD.

Multiplicity: 1
Relative energy (zero: lowest compared OMol25 entry of this formula, charge and spin): 57.4 kcal per mole
Orbital gap: 12.36 eV
Total energy: -321.2862 a.u.

Last column: natural (NBO) charge in e.
Geometry (Å):
N: 2.48319 -0.61661 0.79166  -0.276
C: 1.37726 -0.44307 0.50586  0.218
C: -0.01315 -0.24878 0.03625  0.374
O: -0.52307 -1.35135 -0.62416  -0.666
C: -0.47479 1.08348 -0.34051  -0.098
O: -0.89001 0.42039 0.86795  -0.449
H: -0.91410 -1.89013 0.07160  0.486
H: -1.20280 1.13885 -1.14819  0.209
H: 0.18369 1.92866 -0.16757  0.202

=====

(4)
A molecular structure, C3H3NO2 in a non-equilibrium geometry. Source: OMol25; level of theory: ωB97M-V/def2-TZVPD.

Multiplicity: 1
Relative energy (zero: lowest compared OMol25 entry of this formula, charge and spin): 112.2 kcal per mole
Orbital gap (alpha / beta): 8.78 / 8.79 eV
Total energy: -321.1988 a.u.

Last column: natural (NBO) charge in e.
Geometry (Å):
C: 0.49861 -0.15912 1.34116  0.123
O: 1.31576 0.02189 0.40800  -0.546
C: 0.50847 0.26072 -1.23942  0.740
O: 1.13956 0.42430 -2.18034  -0.401
C: -1.05724 0.04101 -0.77328  -0.108
N: -1.90854 -0.10375 -1.58930  -0.284
H: -0.94331 0.02319 0.37841  0.152
H: 0.20029 -1.17407 1.63434  0.162
H: 0.24640 0.66583 2.02043  0.163